No. 1
{
  "formula": "C23H50GdN2O2P3",
  "method": "the ωB97M-V functional and the def2-TZVPD basis",
  "total_charge": 2,
  "s2": 15.871,
  "e_homo_ev": [-13.0, -13.5],
  "orbital_gap_ev": [5.98, 5.83],
  "relative_energy_ev": 3.3441,
  "spin_multiplicity": 8,
  "symbols": ["Gd", "P", "C", "C", "N", "C", "C", "C", "C", "C", "P", "H", "H", "H", "H", "H", "H", "H", "H", "O", "H", "H", "O", "H", "C", "H", "H", "H", "C", "H", "H", "H", "C", "H", "H", "H", "C", "H", "H", "H", "C", "C", "C", "C", "P", "N", "C", "C", "C", "C", "C", "C", "C", "C", "H", "H", "H", "H", "H", "H", "H", "H", "H", "H", "H", "H", "H", "H", "H", "H", "H", "H", "H", "H", "H", "H", "H", "H", "H", "H", "H"],
  "positions_angstrom": [[-0.2463, 1.3424, -0.3885], [-0.6950, 2.2905, 1.8936], [-0.9827, 4.0430, 1.3315], [-0.1742, 4.5623, 0.1663], [0.2821, 3.6689, -0.7259], [0.9940, 4.0135, -1.8115], [1.2884, 5.3496, -2.0337], [0.8214, 6.3067, -1.1365], [0.0784, 5.9096, -0.0284], [1.4883, 2.9056, -2.7128], [0.4825, 1.3243, -2.7864], [-0.2997, 6.6328, 0.6814], [1.8718, 5.6329, -2.8994], [1.0364, 7.3604, -1.3006], [1.5386, 3.2492, -3.7570], [2.5265, 2.6481, -2.4115], [-2.0696, 4.1374, 1.0645], [-0.8341, 4.6655, 2.2288], [-4.7707, 2.0343, -1.9839], [-5.3170, 2.7259, -1.5989], [-5.6608, 3.2585, -2.3245], [-2.8864, -0.9526, -4.0245], [-3.8022, -0.8740, -4.3242], [-3.9909, -1.6757, -4.8295], [-0.7688, 1.6506, -3.9993], [-0.2508, 1.8685, -4.9395], [-1.4155, 0.7694, -4.1528], [-1.4242, 2.5044, -3.7579], [1.5751, 0.0731, -3.3753], [1.0511, -0.8863, -3.4896], [1.9297, 0.3977, -4.3561], [2.4492, -0.1000, -2.7296], [0.7444, 2.3935, 2.9576], [0.4837, 3.0647, 3.7789], [0.9982, 1.4086, 3.3791], [1.6488, 2.7828, 2.4583], [-2.1150, 1.8227, 2.8213], [-2.0156, 0.8056, 3.2285], [-2.2014, 2.5288, 3.6523], [-3.0472, 1.8599, 2.2330], [2.2884, -0.2581, 1.9071], [2.2014, -1.4860, 1.0067], [2.8304, -1.0237, -0.3063], [3.0306, -2.6050, 1.6337], [0.2842, -2.0354, 0.6981], [-0.4671, -0.8340, 0.0102], [0.0856, -3.5988, -0.5119], [0.7517, -4.8889, 0.0015], [-1.4152, -3.8550, -0.7384], [0.6899, -3.2859, -1.8822], [-0.7703, -2.3464, 2.3519], [-2.2438, -2.0013, 2.0556], [-0.6578, -3.7814, 2.8804], [-0.2795, -1.4275, 3.4687], [3.3237, 0.1159, 1.9517], [2.0162, -0.4597, 2.9447], [1.6725, 0.5481, 1.4733], [3.8494, -0.6450, -0.1263], [2.9300, -1.8157, -1.0531], [2.2319, -0.1877, -0.7000], [2.5873, -2.9447, 2.5757], [3.1514, -3.4470, 0.9468], [4.0455, -2.2273, 1.8446], [0.3688, -5.2310, 0.9662], [0.5600, -5.7006, -0.7198], [1.8393, -4.7931, 0.0777], [-1.9191, -2.9535, -1.1015], [-1.5347, -4.6451, -1.4985], [-1.9054, -4.2319, 0.1642], [0.2517, -2.3618, -2.2747], [1.7844, -3.2361, -1.8547], [0.4572, -4.1028, -2.5854], [-2.6887, -2.6355, 1.2840], [-2.8381, -2.1350, 2.9725], [-2.3489, -0.9629, 1.7295], [0.3866, -4.0645, 3.0656], [-1.2015, -3.8495, 3.8394], [-1.1426, -4.4984, 2.2145], [0.6949, -1.7475, 3.8488], [-0.2435, -0.3885, 3.1188], [-0.9768, -1.4751, 4.3239]],
  "atomic_forces_ev_per_a": [[-1.53, -4.36, 0.65], [0.47, 1.48, 1.02], [-1.06, 0.30, 0.52], [0.44, 0.09, -0.29], [0.00, -0.30, 0.06], [-0.29, 0.42, 0.29], [0.00, 0.03, -0.14], [-0.04, -0.17, 0.02], [0.03, 0.13, 0.10], [0.50, -0.30, -0.58], [0.85, 0.96, -1.10], [0.04, 0.05, -0.03], [-0.02, 0.06, 0.01], [-0.04, -0.21, 0.03], [0.19, 0.15, 0.29], [-0.50, 0.01, -0.18], [0.76, -0.13, 0.27], [-0.09, 0.08, -0.38], [-0.26, 0.02, -0.25], [0.26, 0.12, 0.27], [0.03, -0.19, -0.03], [-0.35, -0.28, -0.17], [0.30, 0.11, 0.13], [0.08, 0.14, 0.09], [-0.63, 0.05, -1.21], [-0.31, 0.02, -0.13], [0.30, 0.36, 0.06], [0.37, -0.30, 0.09], [0.91, -0.65, -1.08], [0.08, 0.38, 0.03], [0.19, -0.27, -0.13], [-0.46, 0.25, -0.21], [0.38, 0.21, 1.02], [0.24, 0.03, 0.14], [-0.23, 0.46, -0.15], [-0.52, -0.11, 0.00], [-1.08, 0.01, 1.08], [0.06, 0.39, -0.17], [-0.28, -0.15, 0.12], [0.45, 0.04, 0.07], [-0.23, 0.13, 0.21], [-0.20, -0.55, 0.15], [-0.10, -0.16, -0.27], [0.12, -0.09, -0.11], [0.19, -1.22, 0.70], [0.32, 2.90, -1.13], [0.25, -0.22, 0.27], [0.10, -0.07, 0.17], [-0.03, -0.01, 0.23], [0.18, 0.16, -0.09], [0.45, -0.41, -0.15], [0.09, 0.00, -0.15], [-0.22, -0.05, 0.10], [-0.06, 0.16, 0.04], [-0.22, -0.20, -0.26], [-0.16, 0.13, -0.26], [0.15, -0.15, 0.34], [-0.32, -0.10, 0.14], [-0.19, 0.20, 0.05], [0.20, -0.26, -0.09], [0.14, -0.08, -0.14], [-0.08, 0.03, 0.22], [-0.34, -0.09, 0.02], [0.08, 0.12, -0.19], [-0.01, 0.33, 0.14], [-0.19, 0.01, -0.01], [-0.04, -0.14, 0.14], [0.20, 0.28, 0.20], [0.00, 0.18, -0.16], [0.22, -0.10, -0.02], [-0.25, 0.19, -0.02], [-0.10, 0.23, 0.33], [0.11, 0.14, 0.14], [0.28, -0.04, -0.15], [0.01, -0.17, 0.01], [-0.26, -0.07, -0.08], [0.25, 0.09, -0.28], [0.21, 0.01, 0.06], [-0.07, 0.19, -0.07], [0.16, -0.17, 0.19], [0.14, -0.02, -0.37]],
  "mulliken_charge": [-0.420, 1.070, -1.212, 0.671, 0.050, 0.650, -0.887, -0.442, -0.882, -1.187, 0.968, 0.518, 0.518, 0.445, 0.576, 0.378, 0.462, 0.583, 0.298, -0.614, 0.319, 0.301, -0.594, 0.323, -1.193, 0.448, 0.219, 0.351, -1.172, 0.314, 0.531, 0.320, -1.330, 0.551, 0.322, 0.394, -1.268, 0.295, 0.485, 0.430, -1.332, 1.410, -1.432, -1.706, 1.650, -0.367, 1.487, -1.630, -1.725, -1.385, 2.039, -1.591, -1.907, -1.594, 0.562, 0.415, -0.263, 0.501, 0.391, -0.149, 0.282, 0.332, 0.476, 0.289, 0.472, 0.302, 0.338, 0.543, 0.307, -0.018, 0.274, 0.569, 0.320, 0.489, 0.155, 0.342, 0.489, 0.366, 0.310, -0.210, 0.611]
}

***

No. 2
{
  "formula": "C38H58AsBrN7O5P2PbS5Te",
  "method": "the ωB97M-V functional and the def2-TZVPD basis",
  "total_charge": 1,
  "e_homo_ev": -7.9,
  "orbital_gap_ev": 2.49,
  "relative_energy_ev": 4.5448,
  "spin_multiplicity": 1,
  "symbols": ["Pb", "Br", "C", "C", "C", "C", "C", "C", "N", "C", "C", "C", "C", "C", "C", "N", "H", "H", "H", "H", "H", "H", "H", "H", "H", "O", "C", "S", "C", "C", "S", "S", "S", "C", "N", "C", "C", "N", "C", "S", "H", "H", "H", "H", "H", "H", "C", "C", "O", "P", "O", "Te", "O", "C", "C", "H", "H", "H", "H", "H", "H", "H", "H", "H", "H", "C", "As", "C", "C", "H", "H", "H", "H", "H", "H", "H", "H", "H", "O", "P", "N", "C", "C", "C", "C", "N", "C", "C", "C", "C", "N", "C", "C", "C", "C", "H", "H", "H", "H", "H", "H", "H", "H", "H", "H", "H", "H", "H", "H", "H", "H", "H", "H", "H", "H", "H", "H", "H", "H"],
  "positions_angstrom": [[0.7688, 1.4939, -0.4584], [0.5819, 6.2444, -6.7068], [1.0224, 4.7941, -5.5686], [0.1496, 4.4255, -4.5575], [0.4466, 3.3319, -3.7723], [1.6257, 2.6019, -3.9653], [2.5090, 3.0180, -4.9716], [2.2025, 4.0936, -5.7773], [1.8270, 1.5115, -3.1373], [2.6918, 0.6097, -3.3857], [2.8467, -0.5691, -2.5549], [3.8587, -1.4881, -2.8483], [3.9764, -2.6259, -2.0728], [3.0765, -2.8213, -1.0359], [2.0976, -1.8594, -0.8246], [1.9872, -0.7653, -1.5522], [-0.7522, 4.9915, -4.3875], [-0.2447, 3.0121, -3.0118], [3.4489, 2.5098, -5.1297], [2.8671, 4.3918, -6.5712], [3.3450, 0.6336, -4.2631], [4.5343, -1.3019, -3.6709], [4.7550, -3.3445, -2.2733], [3.1262, -3.7000, -0.4106], [1.3803, -1.9472, -0.0211], [6.5934, 5.5105, -0.4453], [5.5614, 4.9327, -0.3073], [4.0647, 5.3508, -1.1510], [3.0661, 4.0674, -0.4852], [3.6743, 3.2057, 0.3710], [2.9698, 1.7873, 1.0784], [5.3509, 3.5359, 0.7711], [1.4130, 4.0555, -0.9618], [-2.2915, 5.1263, 2.6470], [-0.9518, 4.6604, 2.8775], [-0.0235, 5.1805, 3.7466], [1.1190, 4.4704, 3.5959], [0.8797, 3.5143, 2.6483], [-0.3838, 3.6351, 2.2058], [-1.1991, 2.6599, 1.0908], [-2.5085, 5.9622, 3.3069], [-3.0008, 4.3161, 2.8251], [-2.3948, 5.4464, 1.6090], [-0.2503, 6.0021, 4.3966], [2.0715, 4.5612, 4.0747], [1.5676, 2.8561, 2.2670], [-2.6962, -2.2116, -5.7720], [-2.9973, -0.9943, -4.9105], [-1.9941, -0.6949, -3.9392], [-2.6124, 1.1167, -2.8186], [-1.4139, 1.1341, -1.9706], [-3.2544, 2.6027, -4.4598], [-3.8077, 0.3382, -2.0962], [-3.8335, 0.3129, -0.6700], [-4.3005, 1.6476, -0.1252], [-3.5737, -2.4336, -6.3711], [-2.4668, -3.0813, -5.1604], [-1.8648, -2.0211, -6.4445], [-3.9099, -1.1404, -4.3284], [-3.1332, -0.1148, -5.5550], [-2.8287, 0.0865, -0.2937], [-4.5335, -0.4819, -0.3962], [-3.5865, 2.4200, -0.4051], [-4.3567, 1.6122, 0.9589], [-5.2797, 1.8961, -0.5267], [-3.0708, -2.9479, -1.6436], [-1.2886, -2.1036, -1.4683], [-0.7712, -0.2593, -4.5027], [-0.2893, -3.6000, -2.2960], [-3.0637, -3.7237, -2.4038], [-3.8045, -2.1962, -1.9188], [-3.3843, -3.3916, -0.6985], [-0.3161, -1.0510, -5.0971], [-0.1125, 0.0081, -3.6772], [-0.9335, 0.6289, -5.1249], [-0.9214, -4.2044, -2.9432], [0.1191, -4.2464, -1.5209], [0.5486, -3.2155, -2.8756], [0.0087, -0.7487, 1.3377], [0.0945, -1.4251, 2.6482], [-0.4192, -3.0685, 2.5026], [0.4666, -4.2146, 2.4125], [-0.5207, -5.3797, 2.3556], [-1.6867, -4.8142, 1.5313], [-1.5039, -3.2938, 1.6090], [-0.9126, -0.7917, 3.7967], [-1.2815, -1.5154, 5.0040], [-2.7870, -1.3094, 5.1198], [-2.9397, 0.1262, 4.6245], [-1.9249, 0.2192, 3.4826], [1.6127, -1.4980, 3.2916], [1.9483, -1.6598, 4.7022], [3.4225, -2.0545, 4.6862], [3.9503, -1.2588, 3.4957], [2.8227, -1.3972, 2.4788], [1.1298, -4.2523, 3.2752], [1.0753, -4.1872, 1.4955], [-0.8536, -5.6238, 3.3635], [-0.0837, -6.2712, 1.9126], [-2.6469, -5.1198, 1.9400], [-1.6378, -5.1549, 0.4969], [-2.3901, -2.7481, 1.9406], [-1.2514, -2.8824, 0.5769], [-0.7788, -1.0752, 5.8727], [-1.0024, -2.5650, 4.9183], [-3.1457, -1.4486, 6.1368], [-3.3143, -1.9972, 4.4581], [-2.6645, 0.8148, 5.4238], [-3.9500, 0.3600, 4.2957], [-1.4695, 1.2084, 3.4262], [-2.3846, 0.0200, 2.5108], [1.3232, -2.4163, 5.1767], [1.8178, -0.7104, 5.2344], [3.5254, -3.1256, 4.4997], [3.9242, -1.8147, 5.6215], [4.8935, -1.6381, 3.1117], [4.0829, -0.2128, 3.7686], [2.9644, -2.3025, 1.8775], [2.7627, -0.5403, 1.8098]],
  "atomic_forces_ev_per_a": [[0.32, 0.15, 0.01], [0.06, -0.10, 0.14], [-0.05, -0.04, 0.01], [0.04, 0.13, -0.23], [0.36, -0.33, -0.21], [-0.23, 1.08, -0.96], [-0.12, -0.25, 0.31], [-0.13, 0.20, -0.10], [0.34, -1.21, 0.43], [-0.20, 0.87, -0.55], [0.36, -0.82, 0.32], [-0.20, 0.27, 0.01], [-0.11, -0.03, 0.15], [0.02, 0.03, -0.14], [0.33, -0.23, 0.09], [-0.03, -0.15, -0.48], [-0.10, 0.01, 0.00], [-0.04, 0.01, 0.10], [0.07, -0.02, 0.01], [0.13, 0.05, -0.05], [-0.02, 0.10, 0.01], [0.05, 0.02, -0.03], [0.09, -0.10, -0.02], [0.03, -0.06, 0.08], [-0.11, -0.05, 0.18], [0.65, 0.41, -0.07], [-0.50, -0.38, 0.14], [-0.11, 0.00, 0.03], [0.73, -0.43, 0.65], [-0.01, 0.92, -0.66], [0.23, -0.57, 0.36], [0.06, -0.08, -0.07], [-0.45, 0.23, 0.05], [-0.45, 0.05, -0.19], [0.58, -0.36, -0.12], [0.49, 0.18, 0.34], [-0.17, 0.32, 0.24], [-0.73, 0.40, 0.13], [-0.04, -0.21, -0.07], [-0.71, 0.18, 0.11], [0.07, -0.04, 0.04], [0.02, 0.09, 0.02], [-0.01, -0.01, 0.06], [-0.02, 0.12, 0.04], [0.15, 0.08, 0.10], [0.13, -0.14, -0.18], [0.21, 0.29, 0.41], [-0.82, -0.42, -0.79], [-0.25, 0.01, 0.90], [-1.00, 0.50, -0.14], [-0.09, -0.04, -0.24], [0.04, -0.34, 0.41], [0.29, 0.07, -1.11], [-0.13, 0.05, 1.13], [0.02, -0.18, -0.27], [-0.09, -0.02, -0.07], [0.01, -0.15, 0.05], [0.05, -0.07, -0.10], [0.05, 0.05, -0.10], [0.03, -0.11, 0.25], [-0.13, -0.07, 0.05], [0.15, 0.01, -0.08], [-0.02, 0.15, 0.08], [0.05, 0.01, 0.12], [-0.09, 0.03, -0.03], [0.26, 0.11, -0.15], [-0.29, -0.62, -0.06], [1.18, 0.21, -0.45], [-0.25, 0.29, -0.14], [0.08, -0.07, 0.00], [0.00, 0.21, 0.05], [0.10, 0.03, 0.12], [-0.06, -0.05, 0.00], [-0.01, -0.02, -0.04], [-0.01, -0.12, 0.03], [-0.13, 0.05, 0.06], [0.03, 0.03, 0.20], [0.08, 0.16, 0.12], [-0.06, -0.03, -0.34], [0.37, -0.29, 1.37], [0.10, 0.79, -0.30], [0.22, -0.24, 0.12], [0.16, 0.08, -0.02], [0.01, -0.09, -0.05], [-0.33, -0.13, 0.56], [0.32, -0.49, -0.58], [-0.05, -0.20, 0.42], [0.10, 0.12, 0.02], [0.09, -0.16, -0.02], [-0.06, 0.61, -0.18], [-0.81, -0.07, -0.39], [-0.08, 0.02, 0.49], [-0.05, 0.12, -0.07], [-0.11, -0.12, 0.02], [0.25, 0.05, -0.51], [0.07, 0.00, -0.07], [0.09, 0.02, 0.02], [0.01, -0.01, 0.01], [0.00, -0.05, 0.01], [-0.06, 0.00, -0.07], [-0.06, -0.05, -0.04], [-0.05, 0.12, -0.30], [0.06, 0.18, -0.45], [0.01, -0.14, 0.01], [0.02, -0.03, 0.12], [-0.06, -0.08, 0.01], [-0.05, -0.10, -0.02], [-0.04, 0.06, 0.00], [-0.01, 0.07, 0.01], [-0.12, -0.07, -0.10], [0.00, 0.05, -0.02], [-0.01, 0.00, 0.10], [-0.07, -0.09, 0.04], [0.00, -0.03, 0.02], [-0.02, -0.04, 0.02], [0.05, 0.04, -0.04], [0.00, 0.09, -0.04], [0.05, -0.04, -0.02], [0.10, -0.15, -0.04]],
  "mulliken_charge": [0.394, -0.182, -0.100, -1.137, 0.444, -0.480, -0.782, -0.765, 1.055, -0.513, 0.142, -1.175, -1.035, -0.849, -0.504, 1.677, 0.632, 0.775, 0.379, 0.445, 0.244, 0.551, 0.483, 0.613, 0.014, -0.567, 0.534, -0.116, -0.006, 0.118, -0.709, -0.170, -0.295, -0.870, 0.272, -0.510, -0.529, 0.814, -0.727, 0.138, 0.330, 0.267, 0.310, 0.472, 0.507, -0.316, -1.378, -0.223, 0.512, -0.259, 0.661, -0.004, -0.497, 0.119, -1.186, 0.452, 0.200, 0.405, 0.295, 0.250, -0.092, 0.406, 0.209, 0.338, 0.389, -1.252, 1.580, -0.750, -1.323, 0.493, 0.240, 0.421, 0.463, -0.266, 0.385, 0.497, 0.399, 0.349, 0.948, -1.772, 0.064, 0.044, -0.786, -0.843, 1.768, 0.389, -0.397, -0.837, -0.539, 0.688, 0.449, -0.338, -0.832, -0.575, 1.198, 0.298, -0.154, 0.315, 0.402, 0.335, 0.332, 0.689, -2.985, 0.306, 0.357, 0.431, 0.222, 0.359, 0.390, -0.491, -0.256, 0.339, 0.291, 0.252, 0.430, 0.448, 0.283, -0.269, -1.060]
}